(1)
Here is the molecule C4H5NO2 at a distorted geometry from OMol25. Energies are from wB97M-V/def2-TZVPD.

Geometry as ORCA input:
```
! wB97M-V def2-TZVPD RIJCOSX def2/J DEFGRID3
* xyz 0 1
O 0.98 2.27 0.71
C 0.56 1.19 0.37
N 1.27 0.06 0.08
C 0.39 -0.96 -0.46
C -0.93 -0.70 0.25
O -1.20 0.03 1.44
C -0.90 0.75 0.24
H 2.28 0.03 0.05
H 0.84 -1.94 -0.54
H 0.03 -0.63 -1.46
H -1.80 -1.24 -0.11
H -1.51 1.15 -0.57
*
```

Properties
Gap between HOMO and LUMO ... 10.54 eV
Energy above the lowest of the compared OMol25 structures with the same formula, charge and spin ... 257.4 kJ/mol
Structure (SMILES) ... O=C1NC[C@H]2O[C@@H]12

---

(2)
Here is a structure of composition C4H5NO2 from OMol25. Energies are from wB97M-V/def2-TZVPD.

Geometry as ORCA input:
```
! wB97M-V def2-TZVPD RIJCOSX def2/J DEFGRID3
* xyz 0 1
N 0.41 1.30 1.00
C 0.17 0.25 0.09
C -1.16 0.11 -0.63
C -0.68 -0.99 0.22
O 0.27 -1.78 -0.53
C 1.15 -0.71 -0.55
O 2.29 -0.71 -0.89
H 0.63 2.16 0.51
H 1.19 1.08 1.62
H -1.93 0.75 -0.20
H -1.20 -0.02 -1.71
H -1.14 -1.45 1.08
*
```

Properties
Gap between HOMO and LUMO ... 10.65 eV
Energy above the lowest of the compared OMol25 structures with the same formula, charge and spin ... 177.5 kJ/mol

---

(3)
Here is the molecule C4H5NO2 from OMol25. Energies are from wB97M-V/def2-TZVPD.

Geometry as ORCA input:
```
! wB97M-V def2-TZVPD RIJCOSX def2/J DEFGRID3
* xyz 0 1
C -0.52 1.66 -0.78
C 0.32 0.58 -0.32
C 1.07 -0.28 0.26
O 2.38 -0.56 0.25
N 0.19 -0.95 1.08
C -0.94 -1.52 0.59
O -1.60 -1.15 -0.37
H -1.36 1.30 -1.38
H -0.88 2.30 0.03
H 0.13 2.28 -1.42
H 2.48 -1.30 0.86
H -1.26 -2.38 1.20
*
```

Properties
Gap between HOMO and LUMO ... 8.45 eV
Energy above the lowest of the compared OMol25 structures with the same formula, charge and spin ... 393.3 kJ/mol

---

(4)
Here is the molecule C4H5NO2 at a distorted geometry from OMol25. Energies are from wB97M-V/def2-TZVPD.

Geometry as ORCA input:
```
! wB97M-V def2-TZVPD RIJCOSX def2/J DEFGRID3
* xyz 0 1
O 3.02 -0.40 -0.77
C 1.89 -0.18 -0.41
C 1.31 -0.19 0.97
C 0.03 -0.03 0.97
C -0.49 -0.11 -0.47
O -1.37 0.94 -0.60
N 0.78 -0.21 -1.21
H 1.94 -0.43 1.92
H -0.64 0.20 1.80
H -0.96 -1.04 -0.39
H -2.00 0.74 -1.30
H 0.84 -0.06 -2.23
*
```

Properties
Gap between HOMO and LUMO ... 10.26 eV
Energy above the lowest of the compared OMol25 structures with the same formula, charge and spin ... 110.8 kJ/mol
Structure (SMILES) ... O=C1C=C[C@@H](O)N1

---

(5)
Here is a cluster of 2 separate species, C4H5NO2 in total at a distorted geometry from OMol25. Energies are from wB97M-V/def2-TZVPD.

Geometry as ORCA input:
```
! wB97M-V def2-TZVPD RIJCOSX def2/J DEFGRID3
* xyz 0 1
C 1.00 1.66 0.06
O 0.92 1.07 -1.26
C 0.87 -0.22 -1.24
N 0.92 -1.37 -1.08
O 0.87 -2.59 -0.94
H 0.15 1.33 0.66
H 1.94 1.36 0.54
H 0.98 2.74 -0.09
C -1.56 -1.43 0.64
C -2.27 -0.55 1.04
H -0.91 -2.21 0.27
H -2.93 0.21 1.40
*
```

Properties
Gap between HOMO and LUMO ... 9.92 eV
Energy above the lowest of the compared OMol25 structures with the same formula, charge and spin ... 631.4 kJ/mol
Structure (SMILES) ... COC#[N+][O-].C#C

---

(6)
Here is a cluster of 2 separate species, C4H5NO2 in total at a distorted geometry from OMol25. Energies are from wB97M-V/def2-TZVPD.

Geometry as ORCA input:
```
! wB97M-V def2-TZVPD RIJCOSX def2/J DEFGRID3
* xyz 0 1
O 1.39 -0.42 1.17
C 0.44 -0.23 1.98
C -0.20 1.01 1.92
O -0.69 2.04 2.13
N 0.20 0.31 -0.31
C 0.23 0.33 -1.77
C -0.47 -0.76 -1.05
H -0.19 -1.03 2.40
H 1.20 0.14 -2.22
H -0.35 1.12 -2.25
H -1.56 -0.77 -1.02
H 0.00 -1.74 -0.99
*
```

Properties
Gap between HOMO and LUMO (spin up / spin down) ... 8.27 / 8.27 eV
Energy above the lowest of the compared OMol25 structures with the same formula, charge and spin ... 595.1 kJ/mol

---

(7)
Here is the molecule C4H5NO2 from OMol25. Energies are from wB97M-V/def2-TZVPD.

Geometry as ORCA input:
```
! wB97M-V def2-TZVPD RIJCOSX def2/J DEFGRID3
* xyz 0 1
O 1.29 3.08 0.58
C 0.12 1.30 -0.49
N 0.43 0.16 0.05
C 0.22 -1.10 -0.63
C -0.86 -1.90 0.06
O -1.31 -1.59 1.14
C 0.25 2.48 0.35
H 0.74 0.06 1.03
H 1.14 -1.70 -0.65
H -0.06 -0.87 -1.66
H -1.23 -2.79 -0.48
H -0.74 2.87 0.69
*
```

Properties
Gap between HOMO and LUMO ... 9.50 eV
Energy above the lowest of the compared OMol25 structures with the same formula, charge and spin ... 296.5 kJ/mol

---

(8)
Here is the molecule C4H5NO2 at a distorted geometry from OMol25. Energies are from wB97M-V/def2-TZVPD.

Geometry as ORCA input:
```
! wB97M-V def2-TZVPD RIJCOSX def2/J DEFGRID3
* xyz 0 1
O 2.01 -0.96 0.12
C 1.40 -1.40 -0.77
C 0.23 1.43 -0.07
C -0.97 1.49 0.78
N -0.54 0.35 0.09
C -0.79 -0.88 -0.17
O 0.07 -1.61 -0.94
H 1.85 -1.86 -1.62
H 1.25 1.48 0.26
H -1.88 1.94 0.42
H -0.91 1.38 1.84
H -1.73 -1.36 0.06
*
```

Properties
Gap between HOMO and LUMO (spin up / spin down) ... 8.35 / 8.35 eV
Energy above the lowest of the compared OMol25 structures with the same formula, charge and spin ... 445.1 kJ/mol

---

(9)
Here is the molecule C4H5NO2 from OMol25. Energies are from wB97M-V/def2-TZVPD.

Geometry as ORCA input:
```
! wB97M-V def2-TZVPD RIJCOSX def2/J DEFGRID3
* xyz 0 1
N -2.43 0.14 -0.61
C -1.52 -0.27 0.27
C 1.07 -0.98 0.54
C 1.60 0.08 0.00
O 2.41 0.68 -0.87
C 0.57 0.35 0.99
O -0.71 0.78 0.50
H -2.38 1.04 -1.07
H -3.10 -0.54 -0.94
H 0.86 -2.03 0.56
H 2.86 -0.02 -1.37
H 0.77 0.78 1.97
*
```

Properties
Gap between HOMO and LUMO ... 9.14 eV
Energy above the lowest of the compared OMol25 structures with the same formula, charge and spin ... 430.6 kJ/mol

---

(10)
Here is the molecule C4H5NO2 from OMol25. Energies are from wB97M-V/def2-TZVPD.

Geometry as ORCA input:
```
! wB97M-V def2-TZVPD RIJCOSX def2/J DEFGRID3
* xyz 0 1
C -0.60 -0.86 -1.39
C -0.01 -0.04 -0.29
C 1.14 -0.28 0.46
O 1.12 0.40 1.57
C -0.18 1.12 1.65
O -0.40 1.77 2.63
N -0.87 0.85 0.52
H -1.35 -1.55 -0.98
H -1.09 -0.23 -2.14
H 0.18 -1.45 -1.89
H 2.00 -0.90 0.23
H 0.06 1.13 -0.51
*
```

Properties
Gap between HOMO and LUMO ... 8.57 eV
Energy above the lowest of the compared OMol25 structures with the same formula, charge and spin ... 295.8 kJ/mol